# 1
C2H2BrF3 | ωB97M-V/def2-TZVPD

LUMO level (spin up / spin down) ... 0.3 / 0.6 eV
E_tot ... -2950.8621 Ha
HOMO energy (spin up / spin down) ... -8.65 / -8.35 eV
Energy relative to the best compared isomer or geometry (same formula, charge and spin) ... 4.4022 eV
Spin multiplicity ... 1
Maximum force ... 4.7 eV/A
Total charge ... 0
HOMO-LUMO gap (spin up / spin down) ... 8.927 / 8.961 eV

Bonds (Å) are listed after each position.
Positions of all 8 atoms, in Å:
1 C 0.53204 -1.10638 -0.73168  F3 1.248, F4 1.317, H7 1.105
2 C -0.37030 1.14141 0.85249  F5 1.272, Br6 1.875, H8 1.094
3 F 0.41478 -2.05786 0.06739  C1 1.248
4 F -0.38890 -1.13665 -1.67299  C1 1.317
5 F 0.66320 1.88364 0.86185  C2 1.272
6 Br -1.86202 1.62240 -0.17634  C2 1.875
7 H 1.59262 -1.06648 -1.04035  C1 1.105
8 H -0.58142 0.71991 1.83962  C2 1.094

# 2
C2H2BrF3O | ωB97M-V/def2-TZVPD

LUMO level (spin up / spin down) ... -0.5 / -0.5 eV
E_tot ... -3026.1469 Ha
HOMO energy (spin up / spin down) ... -9.82 / -9.81 eV
Energy relative to the best compared isomer or geometry (same formula, charge and spin) ... 3.1259 eV
Spin multiplicity ... 1
Maximum force ... 5.6 eV/A
Total charge ... 0
HOMO-LUMO gap (spin up / spin down) ... 9.300 / 9.299 eV

Bonds (Å) are listed after each position.
Positions of all 9 atoms, in Å:
1 C 0.19163 -0.62736 -0.03594  C2 1.481, O3 1.318, Br7 1.958
2 C 0.03642 0.81785 0.24739  C1 1.481, F4 1.353, F5 1.349, F6 1.383
3 O -0.15851 -1.07912 -1.22371  C1 1.318, H9 0.995
4 F 0.66697 1.31082 1.33770  C2 1.353
5 F 0.47976 1.50848 -0.82375  C2 1.349
6 F -1.29028 1.19460 0.35145  C2 1.383
7 Br 1.95118 -1.33993 0.44463  C1 1.958
8 H -1.04327 -1.38550 1.19688  no bonds
9 H -0.83390 -0.39983 -1.49465  O3 0.995